a | Here is a single C4H5NO2 molecule from OMol25. Energies are from the ωB97M-V functional and the def2-TZVPD basis.

Positions of all 12 atoms, in Å:
N  -1.755  0.745  1.066
C  -1.117  0.952  -0.052
C  1.168  -1.592  -1.291
C  0.847  -0.824  -0.265
O  1.244  0.497  -0.190
C  0.277  1.405  0.126
O  0.578  2.540  0.401
H  -2.735  0.488  1.018
H  -1.373  0.861  2.007
H  0.886  -2.636  -1.298
H  1.720  -1.198  -2.135
H  0.298  -1.193  0.598

Molar mass = 99.089 g/mol
Total charge = 0
Kohn-Sham gap = 9.61 eV
HOMO = -9.05 eV


b | Here is a single C4H5NO2 molecule from OMol25. Energies are from the ωB97M-V functional and the def2-TZVPD basis.

Positions of all 12 atoms, in Å:
C  -1.257  -1.187  0.357
C  -0.591  0.004  -0.035
C  1.935  0.194  -0.201
C  -1.096  1.392  0.056
H  -0.719  -2.201  0.387
H  -2.170  -1.173  0.764
H  1.071  -0.929  -1.202
H  2.609  -0.209  -0.914
H  -2.300  1.408  0.497
N  0.765  -0.459  -0.366
O  2.175  0.799  0.816
O  -0.422  2.364  -0.158

Molar mass = 99.089 g/mol
Total charge = 0
Kohn-Sham gap = 9.12 eV
HOMO = -9.68 eV


c | Here is a single C4H5NO2 molecule from OMol25. Energies are from the ωB97M-V functional and the def2-TZVPD basis.

Positions of all 12 atoms, in Å:
O  -1.821  -0.173  1.722
C  -0.985  -0.840  1.153
C  0.215  0.872  -1.300
C  0.218  1.084  0.181
N  0.175  -0.321  0.602
C  0.910  -0.999  -0.396
O  0.725  -0.315  -1.526
H  -1.047  -1.942  1.053
H  0.139  1.550  -2.135
H  1.173  1.536  0.522
H  -0.632  1.625  0.602
H  0.929  -2.075  -0.478

Molar mass = 99.089 g/mol
Total charge = 0
Kohn-Sham gap (spin up / spin down) = 8.10 / 8.46 eV
HOMO (spin up / spin down) = -7.67 / -7.79 eV


d | Here is a single C4H5NO2 molecule from OMol25. Energies are from the ωB97M-V functional and the def2-TZVPD basis.

Positions of all 12 atoms, in Å:
C  -1.917  -0.131  0.156
C  -0.619  0.597  0.321
C  0.598  0.287  -0.022
O  -0.522  2.019  0.226
N  1.783  0.166  -0.327
C  2.350  -1.083  -0.285
O  1.695  -2.079  -0.054
H  -1.770  -1.217  0.163
H  -2.652  0.112  0.930
H  -2.342  0.140  -0.818
H  -0.018  2.339  0.985
H  3.411  -1.092  -0.542

Molar mass = 99.089 g/mol
Total charge = 0
Kohn-Sham gap = 8.46 eV
HOMO = -8.51 eV


a comes first in stability; the runner-up is 7.4 kcal/mol higher.


a | Here is a single C4H5NO2 molecule from OMol25. Energies are from the ωB97M-V functional and the def2-TZVPD basis.

Positions of all 12 atoms, in Å:
N  -2.088  -0.392  -0.672
C  -0.835  -0.145  -0.099
C  0.377  -0.899  -0.255
C  1.356  0.120  0.070
O  2.697  -0.116  0.117
C  0.747  1.321  0.310
O  -0.611  1.216  0.206
H  -2.875  -0.181  -0.065
H  -2.141  -1.341  -1.030
H  -0.542  -0.813  0.890
H  2.796  -1.054  -0.123
H  1.118  2.284  0.649

Molar mass = 99.089 g/mol
Total charge = 0
Kohn-Sham gap = 9.22 eV
HOMO = -8.76 eV


b | Here is a single C4H5NO2 molecule from OMol25. Energies are from the ωB97M-V functional and the def2-TZVPD basis.

Positions of all 12 atoms, in Å:
O  1.290  -1.405  -0.971
C  1.446  -0.242  -0.679
C  0.690  0.470  0.399
C  -0.596  1.173  0.079
N  -0.578  -0.034  0.863
C  -1.165  -1.196  0.338
O  -2.177  -1.172  -0.319
H  2.204  0.381  -1.190
H  1.339  0.933  1.146
H  -1.007  1.112  -0.928
H  -0.806  2.092  0.618
H  -0.639  -2.113  0.643

Molar mass = 99.089 g/mol
Total charge = 0
Kohn-Sham gap = 10.51 eV
HOMO = -9.97 eV


b comes first in stability; the runner-up is 47.0 kcal/mol higher.


a | Here is 2 unconnected molecules or ions with the total composition C4H5NO2 from OMol25. Energies are from the ωB97M-V functional and the def2-TZVPD basis.

Positions of all 12 atoms, in Å:
C  0.305  0.882  -0.430
C  0.609  -0.771  1.271
C  -0.452  -1.455  0.775
C  -1.283  -1.061  -0.325
H  1.527  1.371  1.287
H  1.501  -1.451  1.832
H  -0.526  -2.481  1.145
H  -2.265  -0.604  0.044
H  -1.397  -1.794  -1.225
N  1.177  0.279  0.525
O  0.359  2.057  -0.740
O  -0.627  0.123  -1.074

Molar mass = 99.089 g/mol
Total charge = 0
Kohn-Sham gap = 9.67 eV
HOMO = -9.28 eV


b | Here is a single C4H5NO2 molecule from OMol25. Energies are from the ωB97M-V functional and the def2-TZVPD basis.

Positions of all 12 atoms, in Å:
O  1.723  1.578  0.592
C  1.979  0.409  0.450
C  0.963  -0.638  -0.012
O  1.201  -1.815  0.165
N  -0.146  -0.145  -0.651
C  -1.480  -0.630  -0.412
C  -1.108  0.786  -0.110
H  2.963  -0.034  0.702
H  -1.597  -1.312  0.427
H  -2.075  -0.854  -1.294
H  -1.422  1.576  -0.788
H  -1.000  1.079  0.932

Molar mass = 99.089 g/mol
Total charge = 0
Kohn-Sham gap = 9.76 eV
HOMO = -9.98 eV


b comes first in stability; the runner-up is 31.4 kcal/mol higher.